[1]
Below is the molecule C3H5NO3, with properties calculated with ωB97M-V with the def2-TZVPD basis set.

The geometry in ORCA input format:
```
! RIJCOSX wB97M-V def2-TZVPD def2/J DEFGRID3
* xyz 0 1
N -1.632 -0.753 0.201
C -0.557 -0.330 0.929
O -0.162 -0.868 1.945
C 0.100 0.956 0.411
O 1.395 0.704 -0.154
C 1.404 0.020 -1.298
O 0.433 -0.416 -1.864
H -1.620 -0.542 -0.788
H -1.979 -1.671 0.448
H -0.525 1.478 -0.319
H 0.295 1.601 1.268
H 2.436 -0.085 -1.657
*
```

Calculated values
Calculated total energy   -10824.978 eV
Strongest force on any atom   0.010 hartree/bohr
HOMO energy   -0.37054 Eh
Frontier orbital gap   10.91 eV
Relative energy (zero: lowest compared OMol25 entry of this formula, charge and spin)   16.4 kcal/mol

Atom charges from the natural (NBO) analysis, given in e for atoms 1 to 6: atom 1 (N): -0.82, atom 2 (C): 0.64, atom 3 (O): -0.58, atom 4 (C): -0.18, atom 5 (O): -0.48, atom 6 (C): 0.65



[2]
Below is a cluster of 2 separate species, C3H3NOS in total in a non-equilibrium geometry, with properties calculated with ωB97M-V with the def2-TZVPD basis set.

The geometry in ORCA input format:
```
! RIJCOSX wB97M-V def2-TZVPD def2/J DEFGRID3
* xyz 0 1
C 1.685 -0.871 0.103
C -0.068 0.987 -0.259
C 0.743 0.051 0.610
N 2.540 -1.521 -0.329
O -0.559 2.032 0.098
S -2.095 -1.205 0.058
H -0.257 0.622 -1.301
H 0.696 0.158 1.649
H -2.685 -0.253 -0.629
*
```

Calculated values
Calculated total energy   -17527.731 eV
Strongest force on any atom   0.055 hartree/bohr
HOMO energy (spin up / spin down)   -0.35339 / -0.35388 Eh
Frontier orbital gap (spin up / spin down)   5.49 / 5.51 eV
Relative energy (zero: lowest compared OMol25 entry of this formula, charge and spin)   97.1 kcal/mol

Atom charges from the natural (NBO) analysis, given in e for atoms 1 to 6: atom 1 (C): 0.18, atom 2 (C): 0.33, atom 3 (C): -0.13, atom 4 (N): -0.19, atom 5 (O): -0.51, atom 6 (S): -0.18